Record 1
{"formula": "C26H29F10NO3", "method": "wB97M-V/def2-TZVPD", "multiplicity": 1, "charge": 0, "homo_energy_ev": -9.58, "smiles": "CCCCCc1c(N)c(C(F)(F)C(F)(F)C(F)(F)C(F)(F)F)c2c(c1OC[C@H](C)CC(C)C)C(=O)C(F)=CC2=O", "homo_lumo_gap_ev": 8.5, "species": ["C", "C", "C", "C", "C", "C", "C", "N", "C", "C", "F", "F", "C", "F", "F", "C", "F", "F", "C", "F", "F", "F", "C", "C", "C", "O", "C", "C", "C", "C", "C", "C", "C", "C", "O", "C", "F", "C", "C", "O", "H", "H", "H", "H", "H", "H", "H", "H", "H", "H", "H", "H", "H", "H", "H", "H", "H", "H", "H", "H", "H", "H", "H", "H", "H", "H", "H", "H", "H"], "positions_angstrom": [[2.609, 2.243, 3.151], [1.234, 2.212, 3.818], [0.578, 0.836, 3.831], [0.344, 0.212, 2.431], [-0.100, 1.256, 1.410], [-0.613, 0.731, 0.077], [-1.719, -0.075, -0.038], [-2.430, -0.447, 1.141], [-2.190, -0.486, -1.254], [-3.405, -1.390, -1.323], [-3.390, -2.224, -0.259], [-3.318, -2.215, -2.382], [-4.765, -0.610, -1.454], [-5.545, -1.262, -2.316], [-4.520, 0.593, -2.015], [-5.594, -0.321, -0.167], [-6.894, -0.380, -0.517], [-5.431, -1.193, 0.828], [-5.422, 1.133, 0.409], [-6.118, 2.010, -0.296], [-5.958, 1.123, 1.639], [-4.155, 1.514, 0.510], [-1.538, -0.052, -2.372], [-0.427, 0.725, -2.275], [0.066, 1.125, -1.051], [1.175, 1.900, -0.952], [2.402, 1.253, -1.323], [2.923, 0.217, -0.306], [4.445, 0.473, -0.199], [2.714, -1.181, -0.929], [2.667, -2.386, 0.044], [1.214, -2.834, 0.330], [3.479, -2.229, 1.337], [0.290, 1.161, -3.533], [0.897, 2.209, -3.652], [0.190, 0.167, -4.645], [1.194, 0.058, -5.514], [-0.882, -0.589, -4.757], [-1.987, -0.379, -3.778], [-3.136, -0.430, -4.165], [3.184, 3.116, 3.449], [3.199, 1.373, 3.443], [2.565, 2.254, 2.063], [1.378, 2.556, 4.841], [0.597, 2.965, 3.359], [-0.408, 0.958, 4.281], [1.182, 0.173, 4.448], [-0.384, -0.572, 2.582], [1.274, -0.272, 2.146], [-0.953, 1.782, 1.857], [0.649, 2.009, 1.224], [-2.078, -1.305, 1.534], [-2.425, 0.302, 1.815], [2.363, 0.808, -2.315], [3.128, 2.056, -1.388], [2.429, 0.348, 0.645], [4.879, 0.209, -1.156], [4.620, 1.525, 0.016], [4.901, -0.082, 0.614], [3.454, -1.390, -1.698], [1.742, -1.163, -1.430], [3.121, -3.224, -0.484], [0.927, -3.608, -0.374], [1.155, -3.303, 1.309], [0.547, -1.977, 0.275], [3.208, -3.049, 1.997], [3.322, -1.287, 1.856], [4.543, -2.340, 1.133], [-1.000, -1.333, -5.529]], "forces_ev_per_angstrom": [[0.1, -0.2, 0.0], [0.6, 0.2, 0.0], [-0.4, 0.6, -0.6], [0.9, 0.4, 0.8], [-1.3, -0.6, 0.1], [1.3, 0.9, 1.1], [-0.6, -0.2, 1.7], [-0.2, 0.3, -0.2], [-0.9, -0.6, -0.2], [0.5, 0.0, 0.1], [-0.5, -0.4, 0.0], [0.0, -0.2, -0.3], [0.2, -0.1, -0.1], [-0.3, -0.5, 0.1], [0.1, 0.4, 0.1], [-0.5, 0.6, 0.2], [-0.2, 0.0, -0.1], [0.3, -0.2, -0.1], [-0.5, -0.6, 0.6], [0.3, 0.2, -0.4], [0.2, 0.0, 0.1], [0.0, 0.3, -0.2], [-0.9, -0.7, -1.5], [1.5, 1.1, -1.3], [0.2, 0.1, -0.2], [0.2, -0.3, 0.0], [0.5, 0.3, 0.5], [1.0, -0.2, -1.5], [-0.8, 0.2, 0.6], [-0.9, -0.4, 0.9], [-0.1, -0.2, 0.1], [0.7, 0.2, 0.1], [0.0, -0.3, -0.4], [0.4, 0.9, 0.0], [-0.5, -1.0, -0.1], [0.2, -0.3, -0.1], [0.1, 0.5, 0.2], [-0.3, -0.3, 0.4], [-0.5, -0.1, -0.8], [0.7, 0.1, 0.5], [0.0, 0.2, 0.0], [0.0, -0.1, 0.0], [-0.1, -0.1, -0.1], [-0.2, -0.1, 0.2], [-0.2, 0.0, -0.1], [0.0, -0.1, 0.3], [-0.1, -0.2, 0.1], [-0.1, -0.2, -0.3], [0.1, -0.1, -0.4], [0.0, 0.2, 0.1], [0.2, 0.0, 0.0], [-0.2, -0.1, 0.1], [0.2, -0.1, 0.2], [-0.2, 0.0, 0.0], [-0.1, 0.3, -0.1], [-0.2, 0.0, 0.2], [0.4, 0.0, -0.1], [0.2, 0.1, -0.1], [0.1, -0.3, -0.1], [0.2, 0.4, -0.1], [0.0, -0.1, -0.2], [0.1, -0.1, 0.0], [-0.3, 0.2, -0.3], [-0.2, 0.1, 0.2], [-0.3, -0.1, 0.1], [0.0, 0.0, 0.2], [-0.1, 0.1, 0.1], [0.1, 0.2, 0.0], [-0.2, 0.1, -0.2]]}

Record 2
{"formula": "C26H29F7I2O23", "method": "wB97M-V/def2-TZVPD", "multiplicity": 1, "charge": 0, "homo_energy_ev": -9.21, "smiles": "COC(=O)[C@@H](I)[C@H](C)I.O=C1OC[C@@H](F)O1.O=C1OC[C@@H](F)O1.O=C1OC[C@@H](F)O1.O=C1OC[C@@H](F)O1.O=C1OC[C@@H](F)O1.O=C1OC[C@@H](F)O1.O=C1OC[C@@H](F)O1", "homo_lumo_gap_ev": 8.9, "species": ["C", "O", "C", "O", "C", "I", "C", "C", "I", "H", "H", "H", "H", "H", "H", "H", "H", "O", "C", "O", "C", "C", "F", "O", "H", "H", "H", "O", "C", "O", "C", "C", "F", "O", "H", "H", "H", "O", "C", "O", "C", "C", "F", "O", "H", "H", "H", "O", "C", "O", "C", "C", "F", "O", "H", "H", "H", "O", "C", "O", "C", "C", "F", "O", "H", "H", "H", "O", "C", "O", "C", "C", "F", "O", "H", "H", "H", "O", "C", "O", "C", "C", "F", "O", "H", "H", "H"], "positions_angstrom": [[-4.220, -3.819, 1.286], [-4.577, -2.470, 0.883], [-3.472, -1.572, 0.985], [-2.817, -1.379, -0.077], [-3.173, -0.851, 2.373], [-1.767, -2.057, 3.566], [-2.549, 0.622, 2.227], [-2.471, 1.219, 3.744], [-3.865, 1.974, 1.076], [-3.767, -3.899, 2.328], [-5.164, -4.481, 1.249], [-3.502, -4.274, 0.514], [-4.147, -0.824, 2.989], [-1.505, 0.598, 1.740], [-1.458, 1.034, 4.229], [-2.725, 2.331, 3.789], [-3.314, 0.688, 4.329], [-2.334, -5.919, -0.968], [-1.961, -5.009, -1.660], [-2.766, -4.003, -2.096], [-1.926, -3.070, -2.763], [-0.757, -3.915, -3.153], [0.389, -3.190, -3.158], [-0.684, -4.865, -2.108], [-1.656, -2.267, -2.072], [-2.431, -2.634, -3.626], [-0.872, -4.430, -4.111], [-0.408, -0.953, -6.144], [-0.444, -0.198, -5.218], [0.594, 0.603, -4.843], [0.110, 1.435, -3.796], [-1.036, 0.639, -3.259], [-2.011, 1.447, -2.787], [-1.523, -0.037, -4.402], [-0.203, 2.397, -4.211], [0.882, 1.612, -3.046], [-0.757, -0.091, -2.493], [-2.534, -7.324, -5.858], [-2.586, -8.007, -4.877], [-2.968, -7.553, -3.650], [-3.022, -8.687, -2.799], [-2.102, -9.647, -3.480], [-2.501, -10.928, -3.284], [-2.263, -9.331, -4.848], [-4.052, -9.052, -2.747], [-2.689, -8.435, -1.791], [-1.051, -9.541, -3.199], [0.199, 3.333, -0.267], [1.394, 3.342, -0.312], [2.192, 3.863, 0.662], [3.532, 3.558, 0.297], [3.427, 3.368, -1.182], [4.324, 2.453, -1.621], [2.125, 2.837, -1.347], [3.853, 2.651, 0.817], [4.207, 4.372, 0.564], [3.524, 4.290, -1.761], [5.108, 5.915, -2.592], [4.576, 6.039, -3.657], [4.748, 5.181, -4.701], [3.852, 5.597, -5.723], [3.632, 7.038, -5.387], [2.386, 7.435, -5.737], [3.732, 7.059, -3.977], [2.934, 5.006, -5.664], [4.293, 5.462, -6.711], [4.372, 7.719, -5.817], [3.960, 7.978, 1.267], [3.908, 7.322, 2.263], [3.531, 7.806, 3.479], [3.473, 6.693, 4.361], [4.388, 5.713, 3.699], [3.984, 4.439, 3.926], [4.227, 5.997, 2.324], [2.442, 6.332, 4.422], [3.809, 6.967, 5.362], [5.441, 5.822, 3.976], [-2.021, -0.615, 6.819], [-1.481, -1.406, 7.533], [-1.781, -1.576, 8.852], [-1.022, -2.689, 9.302], [0.107, -2.725, 8.322], [0.529, -3.995, 8.112], [-0.485, -2.245, 7.131], [-1.642, -3.590, 9.265], [-0.679, -2.542, 10.327], [0.957, -2.092, 8.591]], "forces_ev_per_angstrom": [[0.0, -1.8, -0.4], [1.8, 0.9, 1.4], [1.4, -0.3, -3.6], [-2.1, -0.3, 4.5], [-1.1, 0.6, -0.9], [-0.5, 0.3, -0.6], [0.6, -0.4, 1.6], [-0.8, -0.1, -0.3], [0.6, -0.9, 0.3], [-0.6, 0.4, -1.3], [1.3, 1.4, 0.1], [-0.9, 0.8, 1.2], [1.6, 0.0, -1.0], [-1.9, 0.0, 0.5], [-1.5, 0.1, -0.6], [0.6, -1.5, -0.3], [1.5, 0.9, -0.6], [0.4, 0.8, -0.6], [-0.7, -0.8, 0.8], [0.5, -0.8, 0.3], [-0.5, 0.9, -0.4], [0.6, 0.2, -0.2], [0.2, 0.0, -0.1], [-0.7, -0.1, -0.1], [0.1, -0.2, 0.0], [-0.1, -0.2, 0.1], [0.2, 0.1, 0.0], [-0.1, 0.6, 0.7], [0.3, -0.8, -1.3], [-0.6, -0.4, -0.1], [0.8, 0.6, 0.3], [-0.7, 0.4, 0.4], [-0.1, -0.1, 0.1], [0.7, -0.2, 0.0], [-0.2, -0.1, 0.1], [0.0, -0.1, -0.2], [-0.1, 0.1, 0.1], [-0.1, -0.5, 0.8], [-0.2, 1.0, -1.2], [0.3, -0.3, -0.7], [-0.3, 0.3, 1.1], [-0.1, -0.7, -0.1], [0.2, -0.2, 0.0], [0.2, 0.6, 0.4], [0.1, -0.2, -0.1], [0.0, 0.2, -0.2], [-0.1, -0.2, 0.0], [1.0, -0.1, -0.1], [-1.5, 0.1, 0.5], [-0.4, -0.3, -0.7], [0.7, 0.4, 0.7], [0.5, -0.4, -0.4], [0.0, 0.0, -0.2], [-0.1, 0.5, 0.4], [0.0, -0.1, -0.3], [-0.3, 0.0, 0.0], [0.1, -0.2, 0.0], [-0.5, 0.0, -0.8], [0.7, -0.3, 1.2], [-0.1, 0.5, 0.5], [0.1, -0.6, -0.8], [-0.7, 0.4, -0.1], [0.0, 0.2, 0.0], [0.6, -0.4, -0.3], [-0.1, 0.2, 0.0], [0.1, -0.1, 0.2], [-0.2, 0.1, 0.0], [-0.1, -0.6, 0.8], [-0.2, 1.2, -1.4], [0.3, -0.4, -0.5], [-0.3, 0.4, 0.9], [-0.1, -0.7, -0.1], [0.2, -0.2, 0.0], [0.2, 0.5, 0.5], [0.2, -0.2, -0.1], [0.0, 0.2, -0.2], [-0.1, -0.2, 0.0], [0.4, -0.7, 0.6], [-1.0, 1.1, -0.8], [0.3, 0.0, -0.6], [-0.3, -0.1, 1.0], [0.3, -0.6, -0.3], [0.2, 0.0, 0.0], [-0.1, 0.4, 0.5], [0.2, 0.0, -0.2], [-0.1, 0.2, -0.1], [0.1, -0.2, -0.1]]}

| no. | M (g mol⁻¹) |
| --- | --- |
| 1 | 593.5 |
| 2 | 1096.3 |